1.
# C18H34N2O24S4

C18H34N2O24S4 as an isolated structure in a non-equilibrium geometry (ωB97M-V/def2-TZVPD, the Open Molecules 2025 dataset).

The geometry in XYZ format:
```
82
Properties=species:S:1:pos:R:3:forces:R:3
C 10.155 9.656 2.436 0.5 -0.6 1.4
N 11.334 9.484 1.559 0.2 1.1 -1.4
O 12.456 9.635 2.005 -0.6 -0.3 0.1
O 11.090 9.286 0.372 0.2 -0.3 0.6
H 9.666 10.622 2.350 0.1 0.0 -0.7
H 10.569 9.606 3.444 -0.2 -0.1 0.0
H 9.495 8.815 2.243 -0.2 0.2 -0.1
C 6.388 8.926 3.061 0.6 -0.5 0.4
N 6.757 7.498 2.812 0.1 0.2 -0.5
O 7.715 7.319 2.073 0.4 0.0 0.0
O 6.058 6.610 3.205 -0.3 -0.3 0.7
H 5.947 9.020 4.047 -0.5 -0.2 -0.2
H 5.756 9.140 2.204 -0.2 0.5 0.3
H 7.319 9.479 3.062 -0.1 0.1 -0.4
O 14.811 8.395 -2.403 0.3 0.4 -0.2
C 14.202 7.708 -1.648 -0.1 -0.1 -0.3
O 14.819 7.057 -0.627 -0.1 0.3 0.3
C 13.886 6.331 0.155 -1.3 -0.4 0.1
C 12.641 6.173 -0.731 -1.5 0.2 -0.4
C 12.738 7.320 -1.742 0.8 -0.7 -0.2
H 13.544 6.855 1.052 0.7 0.3 0.0
H 14.325 5.381 0.450 0.1 0.0 -0.1
H 11.664 6.339 -0.266 0.4 -0.3 0.8
H 12.520 5.202 -1.212 0.5 0.0 -0.1
H 12.070 8.154 -1.550 0.2 0.1 0.2
H 12.571 6.982 -2.765 0.0 0.1 0.0
O 8.592 5.226 -2.042 1.0 0.2 -2.3
C 8.341 4.510 -2.984 -0.3 5.2 -0.8
O 9.031 3.416 -3.279 5.5 1.0 -6.0
C 8.604 2.897 -4.553 -0.4 -0.3 -1.1
C 7.938 4.107 -5.242 -0.3 -0.7 0.5
C 7.299 4.763 -4.023 -0.2 -0.2 -0.6
H 7.925 2.062 -4.343 -0.4 0.3 0.1
H 9.401 2.410 -5.113 0.5 0.6 0.3
H 7.200 3.832 -5.992 0.2 -0.1 -0.1
H 8.669 4.802 -5.652 0.1 -0.3 -0.2
H 6.398 4.230 -3.703 -0.2 0.1 -0.1
H 7.089 5.810 -4.220 -0.1 0.1 0.6
C 6.981 7.968 -1.489 0.6 -0.2 -0.2
C 8.391 8.130 -0.974 0.1 0.4 0.9
O 8.513 9.575 -0.812 -0.1 0.8 -0.4
S 7.091 10.307 -0.616 0.1 -1.1 -0.7
O 6.814 11.143 -1.747 0.3 -0.8 0.7
O 6.972 10.852 0.697 0.1 -0.5 -0.5
O 6.259 8.903 -0.712 -0.4 1.2 0.6
H 6.617 6.963 -1.290 -0.1 0.2 -0.3
H 6.865 8.236 -2.541 0.2 -0.2 -0.1
H 9.182 7.682 -1.567 0.0 0.6 -0.4
H 8.518 7.773 0.047 -0.3 -0.5 -0.2
C 7.591 3.804 -0.365 -0.2 -0.7 0.4
C 7.950 2.757 -1.408 -1.2 -0.4 2.7
O 6.737 2.026 -1.672 -0.8 -1.0 -0.1
S 5.441 2.752 -1.164 -0.2 0.3 0.8
O 4.905 2.079 -0.032 0.3 0.1 0.0
O 4.518 3.049 -2.220 1.1 0.3 0.1
O 6.225 4.104 -0.690 -1.3 -0.5 -0.5
H 8.136 4.720 -0.586 -0.2 -0.7 1.3
H 7.684 3.455 0.660 -0.2 0.0 0.2
H 8.760 2.117 -1.063 -0.3 -0.5 0.1
H 8.254 3.139 -2.383 -2.3 -3.0 4.6
C 7.849 13.765 -2.712 -0.2 -0.4 -0.6
C 8.178 15.118 -3.328 0.9 0.2 0.6
O 7.537 16.076 -2.458 -0.6 -0.1 0.5
S 6.333 15.387 -1.604 0.5 -0.5 -0.5
O 5.069 15.889 -2.023 0.5 0.1 0.5
O 6.719 15.332 -0.218 -0.4 0.1 -1.4
O 6.488 13.966 -2.339 -0.3 0.1 1.0
H 8.478 13.452 -1.876 -0.1 0.5 0.3
H 7.846 12.903 -3.376 0.0 0.3 -0.3
H 7.833 15.277 -4.347 -0.2 -0.2 0.0
H 9.240 15.352 -3.257 0.0 -0.1 -0.2
C 4.716 6.285 0.421 0.7 -2.0 1.1
C 3.673 5.922 -0.625 0.1 1.4 0.6
O 3.101 7.215 -0.887 -0.3 1.0 -0.1
S 3.057 8.157 0.433 0.3 -0.5 0.0
O 1.776 8.053 1.084 1.6 0.0 -0.6
O 3.611 9.430 0.084 -0.7 -0.8 0.4
O 4.216 7.294 1.276 -2.1 1.0 -0.9
H 5.706 6.610 0.097 -0.5 -0.2 -0.3
H 4.857 5.371 1.003 0.2 0.3 0.3
H 2.844 5.312 -0.266 0.4 -0.4 0.1
H 4.154 5.507 -1.504 -0.3 0.2 -0.3
```
Forces are in eV/Å.

## Properties
HOMO level = -10.21 eV
LUMO = -0.238 eV
Largest force on an atom = 8.2 eV/Å

2.
# C3H8O2

One molecule with the formula C3H8O2 in a non-equilibrium geometry (ωB97M-V/def2-TZVPD, the Open Molecules 2025 dataset).

The geometry in XYZ format:
```
13
Properties=species:S:1:pos:R:3:forces:R:3
C -2.054 -0.552 -0.042 0.3 -0.9 0.8
C -0.057 0.829 0.003 -1.0 -1.5 1.4
C 2.051 -0.189 -0.107 1.3 0.3 0.4
H -1.592 -1.461 -0.533 -0.7 1.0 0.4
H -2.027 -0.728 1.063 0.2 0.2 -0.6
H -3.131 -0.410 -0.267 0.8 -0.2 -0.3
H -0.032 0.973 1.103 0.0 -0.4 0.0
H 0.355 1.773 -0.347 -0.1 -0.1 -1.1
H 2.385 -1.260 -0.249 0.5 1.5 0.2
H 2.283 0.171 1.018 -0.3 -0.7 -2.5
H 2.520 0.564 -0.913 -0.7 -1.6 1.9
O -1.384 0.639 -0.405 0.4 0.9 -0.6
O 0.683 -0.349 -0.323 -0.7 1.6 0.0
```
Forces are in eV/Å.

## Properties
HOMO level = -9.86 eV
LUMO = 1.015 eV
SMILES = COCOC
Largest force on an atom = 2.6 eV/Å
Relative energy (zero: lowest compared OMol25 entry of this formula, charge and spin) = 2.155 eV

3.
# C6H8

One molecule with the formula C6H8 in a non-equilibrium geometry (ωB97M-V/def2-TZVPD, the Open Molecules 2025 dataset).

The geometry in XYZ format:
```
14
Properties=species:S:1:pos:R:3:forces:R:3
C -0.802 0.439 0.725 -0.2 0.2 1.4
C -1.739 0.610 1.638 -0.1 -1.8 -0.7
C -0.573 -0.531 -2.417 0.9 3.2 3.8
C 0.347 -0.485 -1.388 -1.4 -0.2 1.2
C 0.300 0.053 0.136 -0.5 -0.9 -3.0
C 1.626 0.088 0.887 -0.4 1.4 1.2
H -2.194 1.494 2.036 0.1 0.6 -0.3
H -2.215 -0.334 1.996 0.5 0.7 -0.1
H -1.412 0.229 -2.268 0.8 -1.5 -0.6
H -0.335 -0.917 -3.372 0.0 -0.6 -0.6
H 1.241 -1.079 -1.359 0.5 -0.3 -0.9
H 1.331 0.259 1.981 0.7 0.3 -1.5
H 2.171 0.999 0.443 -0.3 -1.5 1.0
H 2.254 -0.823 0.963 -0.4 0.4 -0.9
```
Forces are in eV/Å.

## Properties
HOMO level = -8.78 eV
LUMO = 1.037 eV
SMILES = C=C=C(C)C=C
Largest force on an atom = 5.0 eV/Å
Relative energy (zero: lowest compared OMol25 entry of this formula, charge and spin) = 2.600 eV

4.
# C16H10N5O4

An isolated ion of composition C16H10N5O4 and charge -1 in a non-equilibrium geometry (ωB97M-V/def2-TZVPD, the Open Molecules 2025 dataset).

The geometry in XYZ format:
```
35
Properties=species:S:1:pos:R:3:forces:R:3
N 2.414 5.269 0.591 -0.8 -2.3 0.2
C 1.955 4.190 0.679 0.4 2.6 0.2
C 1.344 2.919 0.800 -0.6 -0.6 -0.1
C 0.570 2.471 1.887 0.7 0.3 -1.1
C 0.170 1.145 2.021 -0.5 -0.6 0.4
N -0.351 0.776 3.281 0.2 1.3 1.3
O -0.509 1.678 4.153 0.0 -1.3 -1.0
O -0.587 -0.421 3.544 0.3 1.2 0.0
C 0.315 0.028 0.981 3.3 -0.1 1.2
C 1.257 0.597 -0.104 0.5 -2.5 -0.1
N 2.106 -0.209 -0.826 -0.5 3.3 1.2
O 2.230 -1.410 -1.000 0.1 0.7 0.0
O 3.087 0.729 -1.385 -0.6 -0.5 -0.4
N 2.822 2.064 -0.981 -2.1 -2.4 1.3
C 1.741 1.919 -0.168 2.1 0.7 -0.6
H 0.314 3.182 2.674 0.2 -0.4 -0.1
H 0.844 -0.876 1.418 0.7 1.5 0.0
C -0.911 -2.142 1.472 -0.5 0.2 -0.6
C -0.909 -0.800 0.636 0.0 -1.8 -0.1
C -2.038 -0.034 1.070 -1.6 0.4 -0.5
N -2.937 0.614 1.367 -0.1 0.0 0.1
C -0.888 -1.090 -0.857 -1.5 -0.6 -0.3
C -0.616 -2.351 -1.417 0.3 0.4 0.3
C -0.554 -2.492 -2.799 -0.1 0.1 -0.1
C -0.839 -1.410 -3.633 0.1 -0.2 0.1
C -1.230 -0.201 -3.068 -0.2 0.0 -0.1
C -1.313 -0.065 -1.692 0.5 -0.1 -0.2
H -0.143 -2.852 1.145 -0.2 0.3 -0.2
H -0.758 -1.939 2.525 -0.1 0.0 -0.4
H -1.906 -2.564 1.333 0.1 -0.4 0.0
H -0.425 -3.222 -0.785 0.1 0.4 -0.3
H -0.279 -3.458 -3.223 -0.1 0.2 0.1
H -0.792 -1.529 -4.716 0.0 0.1 0.3
H -1.489 0.644 -3.692 -0.1 0.0 -0.1
H -1.697 0.840 -1.233 0.2 0.1 -0.2
```
Forces are in eV/Å.

## Properties
Charge = -1
HOMO level = -4.56 eV
LUMO = 2.619 eV
SMILES = C[C@](C#N)(c1ccccc1)[C@@H]1C(=[N+]([O-])[O-])C=C(C#N)c2no[n+]([O-])c21
Largest force on an atom = 3.5 eV/Å